This record from the OMol25 dataset describes a molecular structure, C35H30BMnN9O. The level of theory is wB97M-V/def2-TZVPD.

Its maximum force is 0.47 eV/Å. Its LUMO energy (spin up / spin down) is -0.16 / -0.18 eV. Its HOMO energy (spin up / spin down) is -6.79 / -7.93 eV. As for the multiplicity: 6. The orbital gap (spin up / spin down) is 0.2438 / 0.2845 hartree.

Structure (XYZ):
```
77
C35H30BMnN9O, DFT wB97M-V/def2-TZVPD
Mn -0.21000 0.07531 0.15693
C 0.38771 -4.62698 0.67186
C 0.21217 -3.24603 0.84549
N -0.01357 -2.41492 -0.14963
C -0.08026 -2.91328 -1.39908
C 0.08077 -4.27800 -1.67627
C 0.31992 -5.14219 -0.59422
C -0.00177 -4.75397 -3.02875
C -0.23779 -3.89982 -4.04517
C -0.40641 -2.49462 -3.79795
C -0.65946 -1.58344 -4.83690
C -0.81517 -0.25659 -4.53998
C -0.70909 0.14907 -3.20137
N -0.46483 -0.68184 -2.20729
C -0.32274 -1.99381 -2.49114
H 0.57081 -5.25511 1.53198
H 0.26924 -2.79654 1.82749
H 0.44864 -6.20218 -0.77641
H 0.12919 -5.81411 -3.20546
H -0.30422 -4.24850 -5.06801
H -0.73098 -1.94352 -5.85607
H -1.01636 0.47874 -5.30597
H -0.82131 1.18729 -2.92273
C 0.42071 -0.26164 4.77664
C 1.74387 0.14738 4.86130
C 2.51528 0.18134 3.71560
C 1.95314 -0.19534 2.49421
N 0.67449 -0.58891 2.42403
C -0.06472 -0.61614 3.53123
C 2.71038 -0.12489 1.21512
C 4.09456 -0.30657 1.22875
C 4.81670 -0.24247 0.04827
C 4.14587 -0.00022 -1.14374
C 2.76618 0.16798 -1.13617
C 1.99249 0.12042 0.03120
H -0.22827 -0.28720 5.64047
H 2.16573 0.45392 5.81038
H 3.53635 0.53405 3.75228
H -1.09925 -0.91312 3.40475
H 4.61584 -0.52696 2.15374
H 5.88921 -0.39212 0.05616
H 4.69782 0.04626 -2.07613
H 2.27420 0.33540 -2.09381
B -2.89587 1.41087 2.45416
N -3.24565 0.57262 1.17932
C -4.50963 0.24816 0.88320
C -4.51159 -0.70238 -0.12257
C -3.16088 -0.89964 -0.39261
N -2.40341 -0.13152 0.39575
N -1.61395 2.26623 2.28707
C -1.36537 3.38379 2.98515
C -0.05271 3.76016 2.76593
C 0.43590 2.78325 1.89459
N -0.51408 1.89482 1.61206
H -3.82099 2.16322 2.62534
H -2.76621 0.65607 3.39458
H -5.31883 0.71733 1.41599
H -5.36054 -1.16394 -0.59452
H -2.69165 -1.53557 -1.12465
H -2.14101 3.82399 3.58961
H 0.46708 4.60835 3.17662
H 1.41250 2.67234 1.44894
N -2.54814 6.45238 0.62640
C -2.66674 5.21685 0.07333
O -3.73661 4.64660 -0.00142
C -1.40999 4.58308 -0.44974
C -0.19526 5.23491 -0.62175
C 0.89118 4.52859 -1.10498
C 0.73100 3.17863 -1.37797
N -0.42608 2.54112 -1.21386
C -1.47300 3.23313 -0.77205
H -3.38512 6.87537 0.98733
H -1.67019 6.91752 0.74925
H -0.07520 6.28708 -0.39455
H 1.85290 5.00115 -1.24743
H 1.56720 2.57392 -1.70956
H -2.39938 2.69153 -0.62191
```


This record from the OMol25 dataset describes 6 unconnected molecules or ions with the total composition C32H61N3O22PS in a non-equilibrium geometry. The level of theory is wB97M-V/def2-TZVPD.

Its maximum force is 9.96 eV/Å. Its LUMO energy is -5.50 eV. Its HOMO energy is -11.82 eV. Its charge is +1. The orbital gap is 0.2321 hartree.

Structure (XYZ):
```
120
C32H61N3O22PS, DFT wB97M-V/def2-TZVPD
N -0.61637 -0.35160 0.01552
P 0.38725 0.69340 0.79164
O 0.02719 2.27291 0.15933
O 0.06156 0.77515 2.52947
C 2.16125 0.06578 0.47241
C 3.28129 0.89650 -0.44355
C 2.94597 2.33604 -1.17867
O 2.09482 2.45864 -2.23396
O 3.62670 3.56532 -0.65120
C 4.82572 0.30972 -0.70057
C 5.16048 -1.14119 -0.01231
N 4.12119 -1.92557 0.81648
C 4.63957 -3.26401 1.36589
C 5.67922 -3.10628 2.62349
C 5.33812 -1.89058 3.66642
C 6.70521 -1.16202 4.26527
S 7.62459 -0.11384 3.01470
O 8.00224 -0.84079 1.69921
O 6.89896 1.19707 2.62755
O 9.13339 0.34811 3.74512
C 2.70226 -1.39675 1.07861
C 1.63013 -2.32265 1.96549
C 0.72025 -3.32675 0.98976
N 1.10052 -4.77137 1.22669
H -0.02479 -1.06568 -0.46274
H 0.54279 2.96332 0.69505
H -0.70821 0.11083 2.63379
H 4.46361 3.17796 -0.22233
H 5.60676 0.91112 -1.36829
H 6.25480 -1.58001 -0.18716
H 3.78995 -4.04185 1.57851
H 5.27819 -3.72565 0.46874
H 6.79516 -3.09746 2.21137
H 5.59822 -4.11933 3.24986
H 4.77702 -2.36065 4.58051
H 4.67427 -1.02917 3.23575
H 6.32247 -0.41791 5.11130
H 7.39528 -1.93747 4.80587
H 9.88563 0.07122 3.11957
H 0.92225 -1.68370 2.64300
H 2.19875 -3.06791 2.70479
H -0.39926 -3.18415 1.37748
H 0.82969 -3.05152 -0.14808
H 1.97665 -5.01537 0.71488
H 1.20697 -4.99978 2.23918
C 1.15009 6.67129 -2.30412
C 2.54393 6.32631 -1.80753
O 3.52971 7.18119 -2.40198
C 3.59655 8.43827 -1.89725
O 2.90639 8.89091 -0.99749
O 4.54206 9.12247 -2.59128
C 4.63929 10.49622 -2.22947
H 1.11667 6.65618 -3.39795
H 0.41544 5.96254 -1.91479
H 0.85479 7.67795 -1.99223
H 2.79147 5.30292 -2.11020
H 2.60775 6.36380 -0.71455
H 4.78422 10.61788 -1.15104
H 3.74425 11.03045 -2.56153
H 5.50603 10.92200 -2.74254
C -3.44151 -8.75778 4.03537
C -2.28700 -7.77046 4.06166
O -2.41007 -6.80454 3.00915
C -3.32810 -5.82755 3.21454
O -4.03893 -5.70249 4.19935
O -3.34772 -5.02869 2.11670
C -4.35019 -4.01833 2.15865
H -3.53002 -9.22004 3.04730
H -3.29698 -9.54040 4.78388
H -4.39487 -8.26015 4.23864
H -1.34867 -8.30823 3.88685
H -2.19785 -7.27387 5.03405
H -4.27961 -3.42072 3.07337
H -5.34018 -4.47564 2.07157
H -4.19965 -3.35481 1.30259
C 0.27674 9.71393 -8.37345
C 0.64368 8.24149 -8.29827
O 2.03776 8.07126 -8.00930
C 2.40003 8.28838 -6.72047
O 1.65515 8.60533 -5.80643
O 3.74510 8.12767 -6.62689
C 4.27243 8.43259 -5.33984
H 0.92191 10.23526 -9.08744
H -0.76521 9.83680 -8.67819
H 0.41191 10.20722 -7.40585
H 0.46543 7.77527 -9.27350
H 0.02873 7.70533 -7.56720
H 3.75801 7.87221 -4.55233
H 4.20220 9.50885 -5.15679
H 5.32837 8.14859 -5.32948
C -7.35816 -6.17134 4.17779
C -7.34521 -6.34492 5.68713
O -8.60289 -6.84578 6.15969
C -8.82361 -8.16745 5.95004
O -8.05724 -8.94882 5.40884
O -10.06374 -8.46758 6.41461
C -10.46441 -9.80975 6.15853
H -8.20295 -5.54758 3.86948
H -6.42947 -5.70941 3.83460
H -7.47208 -7.13309 3.66798
H -7.19750 -5.36832 6.16109
H -6.52350 -6.99057 6.01579
H -9.72555 -10.52704 6.53054
H -10.63087 -9.94791 5.08615
H -11.40871 -9.98772 6.68045
C -1.90255 1.63308 -3.74759
C -2.62875 0.64673 -2.84864
O -4.05006 0.76073 -2.99972
C -4.56628 0.20650 -4.12481
O -3.93714 -0.37126 -4.99725
O -5.90450 0.43652 -4.13340
C -6.55609 -0.00447 -5.32021
H -2.26462 2.65109 -3.57338
H -0.82586 1.60108 -3.56496
H -2.07818 1.41118 -4.80484
H -2.40404 0.87982 -1.80203
H -2.30212 -0.38361 -3.02695
H -6.34109 -1.05768 -5.52837
H -6.25545 0.62494 -6.16297
H -7.63460 0.10371 -5.17571
```


This record from the OMol25 dataset describes C4H9NO5S in the gas phase. The level of theory is wB97M-V/def2-TZVPD.

Its maximum force is 0.20 eV/Å. As for the SMILES: CCN[C@@H]1OS(=O)(=O)O[C@H]1O. Its LUMO energy is 0.62 eV. Its HOMO energy is -9.77 eV. The orbital gap is 0.3819 hartree.

Structure (XYZ):
```
20
C4H9NO5S, DFT wB97M-V/def2-TZVPD
C 2.08713 0.03133 0.83174
C 1.87893 -0.49111 -0.58551
N 0.60848 -1.17731 -0.85123
C -0.60543 -0.42213 -0.71199
O -0.33963 0.95259 -1.01526
S -1.47934 1.83283 -0.35604
O -2.69068 1.66558 -1.08697
O -0.95622 3.11478 -0.07712
O -1.57359 0.98030 0.98005
C -1.26011 -0.40545 0.71036
O -2.36616 -1.21391 0.81443
H 1.24317 0.63440 1.17303
H 2.23846 -0.78310 1.54476
H 2.96786 0.67497 0.87418
H 1.97175 0.32226 -1.30359
H 2.65468 -1.21673 -0.83479
H 0.53488 -2.01764 -0.28869
H -1.35193 -0.78854 -1.42584
H -0.56043 -0.71305 1.48418
H -3.00182 -0.98005 0.12429
```


This record from the OMol25 dataset describes 6 unconnected molecules or ions with the total composition CH14N2O6 in a non-equilibrium geometry. The level of theory is wB97M-V/def2-TZVPD.

Its maximum force is 4.15 eV/Å. Its LUMO energy (spin up / spin down) is -3.56 / -9.48 eV. Its HOMO energy (spin up / spin down) is -14.16 / -14.07 eV. Its charge is +1. As for the multiplicity: 2. The orbital gap (spin up / spin down) is 0.3895 / 0.1686 hartree.

Structure (XYZ):
```
23
CH14N2O6, DFT wB97M-V/def2-TZVPD
O -0.87480 -1.22975 2.02403
H -0.47133 -2.07410 2.22530
H -0.82577 -0.73874 2.84423
O 0.55333 0.56464 -2.67871
H 0.10345 0.06639 -1.99638
H 0.78076 -0.08740 -3.34155
O -1.47816 2.33152 0.95548
H -2.25129 1.76806 0.92366
H -0.80334 1.79015 1.36507
O -1.03081 -0.62073 -0.58422
H -1.63438 -1.22862 -1.01132
H -1.10679 -0.82262 0.34836
O -3.25808 -1.59006 -2.86364
H -3.08231 -0.85284 -3.44831
H -4.10444 -1.93010 -3.15396
C 2.06827 0.89815 1.29297
O 1.11321 1.45183 1.84726
N 1.80090 -0.01480 0.43309
N 3.34601 0.99231 1.45571
H 0.82565 -0.19477 0.24175
H 2.58082 -0.56062 0.09557
H 3.75502 1.67162 2.08130
H 3.99410 0.41048 0.94430
```


This record from the OMol25 dataset describes C5H9N3 in the gas phase in a non-equilibrium geometry. The level of theory is wB97M-V/def2-TZVPD.

Its maximum force is 3.15 eV/Å. As for the SMILES: Cc1cc(N)[nH]c1N. Its LUMO energy is 0.88 eV. Its HOMO energy is -6.67 eV. The orbital gap is 0.2776 hartree.

Structure (XYZ):
```
17
C5H9N3, DFT wB97M-V/def2-TZVPD
C 2.13067 -1.44921 0.05066
C 0.83855 -0.67217 -0.08051
C -0.57451 -1.24122 -0.04907
C -1.41114 -0.21526 -0.03583
C 0.73613 0.68227 -0.05026
H 2.95210 -0.79531 -0.18831
H 2.30074 -1.77048 1.09850
H 2.03580 -2.31874 -0.54382
H -0.85877 -2.27008 0.22638
H -3.19184 0.84231 0.07136
H -3.25761 -0.83988 -0.36445
H -0.99236 1.66331 0.47904
H 1.20874 2.58533 0.48872
H 2.52032 1.60746 0.16970
N -2.75784 -0.07279 0.12326
N -0.64307 0.94964 -0.11325
N 1.53872 1.79022 -0.07387
```


This record from the OMol25 dataset describes a molecular structure, C29H33IrN6O3S in a non-equilibrium geometry. The level of theory is wB97M-V/def2-TZVPD.

Its maximum force is 1.90 eV/Å. Its LUMO energy (spin up / spin down) is -10.13 / -11.33 eV. Its HOMO energy (spin up / spin down) is -17.09 / -17.14 eV. Its charge is +3. As for the multiplicity: 2. The orbital gap (spin up / spin down) is 0.2556 / 0.2136 hartree.

Structure (XYZ):
```
73
C29H33IrN6O3S, DFT wB97M-V/def2-TZVPD
Ir 0.78634 1.03107 1.08574
N 0.37941 3.12492 0.83112
C 1.24575 3.96795 -0.06090
C 2.59426 4.16986 0.58945
C 3.32275 2.86406 0.79569
N 2.61853 1.90835 1.71144
H -0.59125 3.29113 0.58620
H 0.42925 3.51628 1.77408
H 0.73375 4.92004 -0.19971
H 1.32830 3.47654 -1.03062
H 2.47323 4.70843 1.53518
H 3.21587 4.80199 -0.04540
H 4.32219 3.03188 1.19796
H 3.43255 2.33445 -0.15318
H 2.54239 2.28204 2.65693
H 3.23651 1.09939 1.75484
O -3.70337 1.14855 1.95343
S -2.64494 1.88946 1.35951
O -1.97299 2.90627 2.10986
N -1.32419 0.72730 1.10064
C -1.64772 -0.55981 1.34081
C -2.87945 -1.21177 1.08744
C -3.08897 -2.50880 1.54152
C -2.12446 -3.17907 2.26775
C -0.85299 -2.57677 2.52287
C 0.16326 -3.18176 3.28902
C 1.33277 -2.49612 3.50648
C 1.50446 -1.23319 2.93654
N 0.55802 -0.64786 2.21269
C -0.61663 -1.30235 2.01346
C -3.13135 2.50860 -0.19876
C -2.25277 2.58391 -1.27254
C -2.68240 3.20019 -2.43728
C -3.96334 3.73377 -2.51088
C -4.82726 3.65267 -1.42548
C -4.42046 3.03346 -0.25533
H -3.65490 -0.70695 0.53376
H -4.03603 -2.98925 1.33748
H -2.32076 -4.17014 2.65713
H 0.01079 -4.16754 3.71090
H 2.12969 -2.91097 4.10715
H 2.42101 -0.68148 3.08910
H -1.26217 2.14626 -1.21565
H -2.02341 3.26597 -3.29264
H -4.29345 4.21221 -3.42300
H -5.81995 4.07658 -1.48694
H -5.08831 2.95777 0.59234
C 1.46286 -3.91050 -2.41877
N 2.00139 -3.11898 -1.30944
N 1.55123 -1.85622 -1.00172
C 2.38699 -1.33348 -0.07769
O 2.31591 -0.13755 0.46774
C 3.37338 -2.27162 0.20222
C 3.11066 -3.37187 -0.59960
C 3.87415 -4.63894 -0.74724
C 0.36673 -1.30819 -1.58818
C -0.82984 -2.00369 -1.51050
C -1.94724 -1.49368 -2.15982
C -1.86249 -0.29741 -2.85705
C -0.65720 0.39282 -2.91501
C 0.46819 -0.10573 -2.27696
H 0.96564 -3.25419 -3.12605
H 0.76744 -4.66448 -2.05629
H 2.29632 -4.39232 -2.92253
H 4.20355 -2.15101 0.87567
H 4.70526 -4.65367 -0.04755
H 4.28185 -4.72929 -1.75559
H 3.24263 -5.50769 -0.55996
H -0.88609 -2.94269 -0.97261
H -2.87784 -2.04524 -2.13837
H -2.72750 0.08186 -3.38393
H -0.57897 1.30015 -3.50037
H 1.43544 0.36616 -2.40058
```


This record from the OMol25 dataset describes a gas-phase ion, C3H8NOS (charge +1) in a non-equilibrium geometry. The level of theory is wB97M-V/def2-TZVPD.

Its maximum force is 7.32 eV/Å. Its LUMO energy (spin up / spin down) is -4.25 / -8.14 eV. Its HOMO energy (spin up / spin down) is -12.00 / -14.38 eV. Its charge is +1. As for the multiplicity: 3. The orbital gap (spin up / spin down) is 0.2850 / 0.2296 hartree.

Structure (XYZ):
```
14
C3H8NOS, DFT wB97M-V/def2-TZVPD
C -2.23737 1.67340 0.05119
C 0.01864 -0.44935 0.14054
C 1.04821 -1.57746 0.55948
N 0.40117 0.81705 -0.22986
O -2.03514 1.10955 1.17754
S -1.18154 -0.14590 1.64925
H -2.81581 2.59305 -0.05906
H -1.83864 1.24957 -0.87560
H -0.77005 -0.98391 -0.53120
H 1.82949 -1.49155 1.35634
H 1.48946 -1.99025 -0.45856
H 0.37428 -2.40440 0.87640
H 0.20369 1.28837 -1.05192
H 1.12277 1.33472 0.29768
```


This record from the OMol25 dataset describes a molecular structure, C21H47LaOP3S in a non-equilibrium geometry. The level of theory is wB97M-V/def2-TZVPD.

Its maximum force is 2.63 eV/Å. Its LUMO energy is -9.91 eV. Its HOMO energy is -15.59 eV. Its charge is +3. The orbital gap is 0.2088 hartree.

Structure (XYZ):
```
74
C21H47LaOP3S, DFT wB97M-V/def2-TZVPD
La 0.49328 0.00417 -0.58744
P -1.39696 2.07553 -0.24806
P -1.84777 -1.55906 0.64671
P 2.10658 2.09700 -1.68033
H -1.40238 -3.79268 -2.31788
C -0.51926 -3.14470 -2.45128
C 0.68174 -3.27635 -1.86998
H 0.96458 -4.00647 -1.10576
C -2.53076 2.09793 -1.69242
C -2.63441 2.22219 1.09579
C -0.80541 3.80831 -0.24064
C -1.87217 -3.37540 0.92799
C -2.29187 -1.15656 2.38442
C -3.50649 -1.37792 -0.12178
C 3.50788 1.04832 -2.25647
C 2.97155 3.55834 -0.98062
C 1.42274 2.77860 -3.25905
H -0.70687 -2.32459 -3.15881
H 1.57512 -2.67178 -2.17129
H -3.20831 2.95308 -1.56261
H -3.11673 1.16796 -1.72083
H -1.95824 2.21904 -2.62419
H -3.10773 3.20884 1.00086
H -2.14569 2.16592 2.07721
H -3.41123 1.45119 1.01597
H -1.68364 4.44344 -0.06525
H -0.33816 4.08352 -1.19519
H -0.09238 3.95996 0.58039
H -2.91650 -3.71511 0.95024
H -1.41568 -3.58671 1.90204
H -1.32237 -3.87960 0.12783
H -3.15392 -1.77603 2.67098
H -2.54404 -0.09996 2.51052
H -1.44496 -1.41057 3.03347
H -4.16773 -2.13076 0.32814
H -3.42276 -1.56398 -1.19861
H -3.91699 -0.37359 0.04678
H 3.94994 1.48065 -3.15486
H 3.17909 0.02847 -2.51492
H 4.28187 0.95997 -1.47983
H 3.57802 4.08493 -1.72956
H 3.64574 3.24950 -0.16581
H 2.24515 4.27426 -0.57017
H 2.22145 2.96777 -3.98764
H 0.86536 3.70788 -3.07980
H 0.71578 2.06095 -3.70808
C 1.61499 -1.16082 -5.84854
C 1.02877 -0.56624 -7.01001
C 1.29980 -1.08330 -8.26883
C 2.06182 -2.24620 -8.42031
C 2.55366 -2.90322 -7.28478
C 2.30002 -2.38987 -6.00270
S 1.49348 -0.30430 -4.28865
H 1.33030 -1.19458 -3.20889
H 0.42668 0.30891 -6.84128
H 0.91816 -0.51656 -9.13520
H 2.21400 -2.64466 -9.42632
H 3.17638 -3.79743 -7.44485
H 2.65604 -2.93845 -5.11575
C 2.84256 -0.97200 3.29981
C 1.57599 -1.05067 2.46287
O 1.23861 0.18857 1.72268
C 1.12169 1.36543 2.59951
C 0.26698 1.20336 3.82026
H 3.73055 -0.62061 2.76076
H 3.02595 -2.00007 3.61758
H 2.69145 -0.38397 4.20973
H 1.62179 -1.83543 1.68783
H 0.70097 -1.23119 3.09982
H 2.13727 1.63944 2.86264
H 0.74607 2.14372 1.94335
H 0.65464 0.46984 4.51881
H 0.29777 2.17029 4.31892
H -0.77535 0.98582 3.63038
```